1.
C4H11NO | the ωB97M-V functional and the def2-TZVPD basis

```
! wB97M-V def2-TZVPD RIJCOSX def2/J DEFGRID3
* xyz 0 1
C -1.458 1.240 -0.154
C -0.589 -0.021 -0.310
N -1.182 -1.286 0.198
C 0.799 0.128 0.396
C 1.711 -0.998 -0.173
O 1.339 1.437 0.219
H -1.131 2.218 -0.468
H -2.538 1.011 -0.375
H -1.539 1.275 1.015
H -0.207 -0.154 -1.340
H -1.338 -1.120 1.242
H -2.271 -1.382 -0.070
H 0.573 0.045 1.520
H 2.529 -1.271 0.618
H 2.075 -0.454 -1.288
H 0.908 -1.981 -0.564
H 2.320 1.312 -0.466
*
```

Output
LUMO   0.891 eV
SMILES   C[C@H](N)[C@@H](C)O

***

2.
C5H8O | the ωB97M-V functional and the def2-TZVPD basis

```
! wB97M-V def2-TZVPD RIJCOSX def2/J DEFGRID3
* xyz 0 1
C -1.835 0.565 -0.729
C -1.165 0.213 0.439
C 0.056 -0.693 0.356
C 0.308 -1.611 1.365
O 1.036 -0.552 -0.596
C 1.553 0.816 -0.820
H -1.435 0.217 -1.712
H -2.645 1.256 -0.691
H -1.646 0.403 1.421
H 1.288 -2.035 1.328
H -0.439 -2.127 2.155
H 0.724 1.625 -0.445
H 2.408 0.883 -0.103
H 1.791 1.042 -1.969
*
```

Output
LUMO   0.789 eV
SMILES   C=CC(=C)OC

***

Number 1: E_HOMO -9.82 eV, frontier orbital gap 10.713 eV. Number 2: E_HOMO -8.53 eV, frontier orbital gap 9.316 eV.